1.
Below is a cluster of 2 separate species, H4S3 in total, with properties calculated with ωB97M-V with the def2-TZVPD basis set.

Last column: Mulliken charge in e.
Geometry (Å):
S  0.11  1.34  0.82  -0.148
S  1.47  1.06  2.33  -0.180
H  0.53  2.50  0.25  0.167
H  2.34  0.13  1.87  0.165
S  -1.84  -1.50  -2.27  -0.284
H  -0.75  -2.27  -2.04  0.146
H  -1.87  -1.25  -0.95  0.134

The relative energy (zero: lowest compared OMol25 entry of this formula, charge and spin) comes out at 12.7 kJ/mol. The SMILES is SS.S. For the total energy, the calculation gives -32570.218 eV. Its gap between HOMO and LUMO is 9.939 eV. The value obtained for the lowest unoccupied orbital energy is 0.3 eV.

2.
Below is a cluster of 2 separate species, H4S4 in total, with properties calculated with ωB97M-V with the def2-TZVPD basis set.

Last column: Mulliken charge in e.
Geometry (Å):
S  -9.41  7.96  2.86  -0.203
S  -11.01  7.48  1.63  -0.108
H  -8.49  7.99  1.88  0.169
H  -10.84  6.16  1.39  0.187
S  -13.55  5.81  0.03  -0.087
S  -14.38  3.90  -0.58  -0.210
H  -12.52  5.42  0.81  0.083
H  -13.56  3.59  -1.60  0.169

The relative energy (zero: lowest compared OMol25 entry of this formula, charge and spin) comes out at 27.5 kJ/mol. The SMILES is SS.SS. For the total energy, the calculation gives -43405.319 eV. Its gap between HOMO and LUMO is 9.276 eV. The value obtained for the lowest unoccupied orbital energy is -0.3 eV.